This record from the OMol25 dataset describes a structure of composition C12H26N4O2PtS3. The level of theory is the ωB97M-V functional and the def2-TZVPD basis.

Computed properties:
Energy above the lowest of the compared OMol25 structures with the same formula, charge and spin: 0.0 kcal per mole
DFT total energy: -58662.80260 eV
Charge: +2
Strongest force on any atom: 0.6 eV/Å
HOMO-LUMO gap: 7.744 eV
Lowest unoccupied orbital energy: -5.81 eV

Atoms and positions in Å:
Pt -0.392 1.494 0.280
C -1.386 0.596 3.210
C -2.665 1.249 2.699
S -2.773 1.329 0.884
C -3.236 3.052 0.577
C -2.235 4.084 1.050
S -0.519 3.757 0.491
C 0.404 4.017 2.045
C 0.022 3.090 3.191
S 0.186 1.345 2.710
H -1.295 -0.417 2.815
H -1.417 0.534 4.298
H -2.810 2.252 3.098
H -3.508 0.646 3.037
H -4.208 3.246 1.031
H -3.367 3.094 -0.505
H -2.217 4.164 2.134
H -2.507 5.064 0.656
H 0.287 5.064 2.328
H 1.445 3.871 1.756
H -0.989 3.265 3.548
H 0.695 3.279 4.028
N 0.797 1.066 -1.472
C 0.174 -0.134 -2.091
C 1.094 -0.872 -3.062
C 2.314 -1.603 -2.459
C 2.349 -3.082 -2.848
N 1.321 -3.870 -2.172
C 1.461 -4.502 -1.011
N 2.663 -4.883 -0.568
N 0.373 -4.775 -0.294
C -0.375 -1.023 -0.976
O -0.792 -2.138 -1.210
O -0.316 -0.513 0.229
H 0.891 1.809 -2.158
H 1.734 0.848 -1.141
H -0.689 0.218 -2.660
H 1.430 -0.137 -3.796
H 0.474 -1.576 -3.621
H 2.349 -1.511 -1.367
H 3.235 -1.157 -2.833
H 3.332 -3.516 -2.677
H 2.162 -3.181 -3.917
H 0.369 -3.596 -2.389
H 3.453 -4.896 -1.188
H 2.738 -5.448 0.262
H -0.480 -4.267 -0.480
H 0.424 -5.339 0.537